Entry 1:
{
  "formula": "C7H12N3O3",
  "method": "ωB97M-V/def2-TZVPD",
  "total_charge": 1,
  "symbols": ["O", "O", "O", "N", "N", "N", "C", "C", "C", "C", "C", "C", "C", "H", "H", "H", "H", "H", "H", "H", "H", "H", "H", "H", "H"],
  "positions_angstrom": [[0.63490, -2.18148, -0.31423], [1.71404, 0.81261, 1.33137], [-2.63968, 0.81494, 0.56732], [-1.59223, -2.13780, -0.68908], [-0.98995, 2.15785, 0.23945], [1.21099, 2.05899, -0.58605], [-0.41058, -1.58187, -0.32301], [0.02479, 2.67432, -0.35894], [1.37835, 0.77088, -0.02362], [2.01237, -0.46642, 1.91002], [-0.39672, -0.14447, 0.02296], [-3.29812, -0.27701, 1.12113], [-1.36260, 0.74536, 0.18042], [-2.52840, -1.69859, -0.96231], [-3.79118, -0.03690, 2.11081], [1.58082, -0.42008, 2.87430], [-1.45297, -3.12028, -0.90340], [0.18101, 3.77250, -0.45882], [2.09575, 2.57748, -0.87420], [-4.01155, -0.72246, 0.44515], [1.55091, -1.19185, 1.20036], [1.91963, 0.05821, -0.60777], [-1.76618, 2.78818, 0.44602], [3.09020, -0.49503, 1.87430], [-2.53888, -0.94094, 1.36131]]
}



Entry 2:
{
  "formula": "C7H12N4O2",
  "method": "ωB97M-V/def2-TZVPD",
  "total_charge": 0,
  "symbols": ["O", "O", "N", "N", "N", "N", "C", "C", "C", "C", "C", "C", "C", "H", "H", "H", "H", "H", "H", "H", "H", "H", "H", "H", "H"],
  "positions_angstrom": [[-1.17027, -2.70779, 1.18531], [1.60228, -3.36403, 2.02612], [0.73492, -1.61235, 0.78811], [3.17103, -0.42683, 1.23664], [-0.76145, -0.02160, -1.22937], [3.16511, 0.87598, 1.05765], [1.65843, -2.19046, 1.56029], [3.02548, -1.68832, 1.57421], [-0.71942, 2.42987, -1.73486], [-0.53757, -2.01278, 0.49849], [-1.36045, -1.26703, -0.52182], [-1.30109, 1.32631, -0.91374], [-0.92090, 1.79325, 0.52251], [3.82502, -2.29981, 1.85194], [-1.38249, 2.67823, 0.88058], [-0.97747, 3.39271, -1.41870], [-0.91069, -0.13311, -2.22781], [-2.32763, 1.42759, -1.09067], [1.13719, -0.80632, 0.17661], [-2.42911, -1.09171, -0.04222], [0.34735, 2.42326, -2.00820], [0.14181, 1.98746, 0.70369], [-1.47573, -2.02629, -1.30807], [-1.30382, 0.94783, 1.11185], [-1.23055, 2.36597, -2.67854]]
}



Entry 3:
{
  "formula": "C7H12N5O",
  "method": "ωB97M-V/def2-TZVPD",
  "total_charge": 1,
  "symbols": ["O", "N", "N", "N", "N", "N", "C", "C", "C", "C", "C", "C", "C", "H", "H", "H", "H", "H", "H", "H", "H", "H", "H", "H", "H"],
  "positions_angstrom": [[0.64057, 1.10281, 2.51379], [-1.39502, -0.39175, 1.54947], [-0.55012, -0.00237, 0.66769], [0.84358, -2.44180, -1.56123], [-1.15513, -0.14390, 2.74131], [-0.10405, 0.86962, 4.57110], [-0.65511, -0.90695, -2.63980], [-0.97738, 0.48824, -2.82408], [1.16611, 1.16611, -1.98360], [-0.04317, 1.48352, -2.54224], [0.48407, -1.18983, -1.91300], [-0.14549, 0.67900, 3.30485], [1.39793, -0.17189, -1.60678], [1.65388, -2.46632, -0.88610], [-1.88154, -0.33343, 3.41290], [-1.28392, -1.68369, -3.06827], [-0.66125, 0.41664, 5.32814], [0.31626, 0.59219, 0.88661], [1.91126, 1.98537, -1.92691], [-0.36306, 2.58180, -2.71951], [2.37548, -0.45669, -1.14485], [-1.96669, 0.85697, -3.24781], [-0.64524, -0.04590, -0.33895], [0.75170, 1.27320, 5.11338], [0.28636, -3.26098, -1.68612]]
}



Entry 4:
{
  "formula": "C7H12NO2",
  "method": "ωB97M-V/def2-TZVPD",
  "smiles": "C/C(=N\\CC(=O)[O-])C(C)C",
  "total_charge": -1,
  "symbols": ["O", "O", "N", "C", "C", "C", "C", "C", "C", "C", "H", "H", "H", "H", "H", "H", "H", "H", "H", "H", "H", "H"],
  "positions_angstrom": [[-0.85451, 3.01239, -3.38740], [0.96415, 3.24168, -2.06661], [-0.34900, 0.78407, -0.44305], [0.29107, 0.64648, 2.06527], [-0.03060, 2.72853, -2.55149], [-0.77939, 1.40443, -1.65651], [-0.15916, -1.86129, 1.80909], [0.36466, -1.48673, -1.09850], [0.11826, -0.35323, -0.15640], [0.51952, -0.62048, 1.26277], [0.90640, 1.45389, 1.73596], [-0.74006, 1.06366, 2.03236], [0.07770, -1.37738, -2.24563], [0.09595, -2.68965, 1.23477], [0.14498, -1.87755, 2.81918], [-0.16203, -2.35248, -0.64497], [-1.72893, 1.82467, -1.49013], [-1.23299, -1.81286, 1.76117], [-0.92290, 0.70857, -2.47731], [1.42949, -1.78114, -1.18720], [1.60409, -0.88698, 1.49396], [0.44329, 0.23143, 3.19066]]
}



These records have energy relative to the best compared isomer or geometry (same formula, charge and spin) values of 334.3 420.2 124.8 9.1 kJ/mol, in the order they appear.
These records have E_LUMO values of -4.086 -0.791 -4.573 3.392 eV, in the order they appear.
These records have electronic energy values of -18056.879 -17504.580 -16943.125 -13038.356 eV, in the order they appear.